[1]
Density functional theory data (ωB97M-V with the def2-TZVPD basis set) for the ion C5H14N6O with charge +2 in a non-equilibrium geometry.

```
26
Properties=species:S:1:pos:R:3:forces:R:3
O -1.342506 0.177734 -1.796118 0.61 0.67 -1.57
N 0.134473 -1.766609 0.914177 -0.23 -1.07 -0.49
N 3.167004 1.721591 1.187651 -0.51 0.29 0.06
N -0.499532 0.760271 -0.869611 1.76 0.25 0.90
N 1.542361 1.902573 -0.446523 -0.06 -0.09 0.61
N 1.739359 -0.108968 0.812457 -1.18 0.38 0.57
N 0.444802 2.109026 -2.573448 0.66 -0.36 -0.12
C 0.375447 -0.502835 0.997858 -0.09 -0.25 -0.05
C 0.462824 1.534483 -1.358926 -1.28 -1.10 0.98
C -1.111886 -2.364485 1.404098 -1.21 -0.81 -0.88
C 2.119896 1.186533 0.558952 -0.24 1.09 -1.41
C -2.565643 -0.397785 -1.273909 -2.12 4.95 -0.33
H -2.282152 -1.262968 -0.795204 -0.15 -1.89 1.16
H 1.287575 2.342994 -3.114894 -0.56 -0.21 0.60
H -3.379141 -0.487206 -2.071658 1.88 -0.35 0.54
H 2.282108 -0.613014 1.508561 0.46 0.14 -0.26
H -0.882763 -3.380947 1.799149 -0.19 0.99 0.11
H -0.416023 0.063408 1.539124 1.13 0.07 -0.56
H -3.065719 0.464463 -0.647526 1.03 -2.07 -0.38
H 3.442628 2.708388 1.262807 -0.53 -0.40 -0.92
H 0.663609 -2.484058 0.362361 0.13 1.44 0.63
H 1.972076 2.838258 -0.542776 -0.72 -0.64 -0.32
H -1.674040 -1.706499 2.089987 0.61 -0.44 -0.11
H 3.573600 1.243464 1.951020 0.34 -0.91 0.79
H -1.772022 -2.535216 0.510278 0.57 0.05 0.85
H -0.319492 1.720197 -3.108645 -0.11 0.26 -0.41
```
Positions in Å, forces in eV/Å.

SMILES = C/[NH+]=C/NC(=[NH2+])N/C(N)=N/OC
Highest occupied orbital energy = -15.936 eV
Calculated total energy = -16381.41246 eV
Maximum force = 5.40 eV/A
Charge = +2

Charges obtained by Löwdin population analysis, quoted in units of e:
1 O -0.1743
2 N 0.0420
3 N 0.2502
4 N 0.0516
5 N 0.2037
6 N 0.1608
7 N 0.2082
8 C -0.0651
9 C -0.3283
10 C -0.0060
11 C -0.2886
12 C -0.0192
13 H 0.0102
14 H 0.1516
15 H 0.1340
16 H 0.1771
17 H 0.1267
18 H 0.1806
19 H 0.1381
20 H 0.1741
21 H 0.2132
22 H 0.1898
23 H 0.1194
24 H 0.1297
25 H 0.0973
26 H 0.1230

***

[2]
Density functional theory data (ωB97M-V with the def2-TZVPD basis set) for a cluster of 2 separate species, C5H14NO in total.

```
21
Properties=species:S:1:pos:R:3:forces:R:3
O -0.109831 0.318435 -1.229712 0.08 0.19 -0.18
N 1.078882 2.388221 -0.976197 0.15 0.36 0.01
C -0.767720 -1.683637 0.826142 -0.41 -0.55 0.00
C 0.492210 -1.187347 1.510633 0.04 -0.38 -0.21
C 1.364617 2.548975 -2.396429 -0.18 -0.22 0.17
C -0.160846 1.569165 -0.781062 -0.08 -0.42 0.07
C -1.631907 -2.597155 1.700942 -0.11 0.16 0.08
H -1.143435 -3.548337 1.931284 0.08 0.01 0.02
H -0.350236 1.636706 0.327773 0.01 0.10 -0.04
H 1.838979 1.853669 -0.560785 -0.11 -0.08 -0.06
H 2.283991 3.123888 -2.540304 0.00 -0.02 -0.06
H -0.500276 -2.253073 -0.067793 0.13 0.18 -0.05
H 1.422720 1.588037 -2.925920 0.11 0.04 -0.01
H 0.531741 3.103600 -2.838267 0.06 0.10 -0.07
H -1.363471 -0.860298 0.439319 0.15 0.19 0.07
H -0.956137 2.199966 -1.263869 0.02 0.05 0.07
H -1.888268 -2.121116 2.654421 0.04 0.00 -0.02
H -2.575696 -2.826161 1.196687 0.04 -0.05 0.02
H 1.166311 -2.036783 1.683138 -0.01 0.08 0.20
H 1.002577 -0.500239 0.838444 -0.09 0.18 0.04
H 0.265793 -0.716516 2.471554 0.08 0.07 -0.04
```
Positions in Å, forces in eV/Å.

Highest occupied orbital energy = -2.543 eV
Calculated total energy = -8949.22464 eV
Maximum force = 0.69 eV/A
Charge = -1

Charges obtained by Löwdin population analysis, quoted in units of e:
1 O -0.3198
2 N -0.1503
3 C -0.3417
4 C -0.1354
5 C -0.2062
6 C -0.5909
7 C -0.1477
8 H 0.0546
9 H 0.0729
10 H 0.0672
11 H 0.0494
12 H 0.0981
13 H 0.0551
14 H 0.0564
15 H 0.0810
16 H 0.0761
17 H 0.0569
18 H 0.0554
19 H 0.0610
20 H 0.0456
21 H 0.0623

***

[3]
Density functional theory data (ωB97M-V with the def2-TZVPD basis set) for a cluster of 2 separate species, C5H14NO in total in a non-equilibrium geometry.

```
21
Properties=species:S:1:pos:R:3:forces:R:3
O 0.438217 0.071220 -0.643247 1.45 -0.55 -0.55
N 2.309100 0.650820 -2.040825 0.32 0.04 -0.55
C -1.847321 -0.453127 0.974032 -0.31 -1.57 0.47
C 1.683848 1.966530 -2.121610 0.26 0.19 0.03
C -2.206371 -1.980755 1.318328 1.31 1.00 0.24
C -0.779053 0.109963 1.902989 0.41 -1.50 0.33
C 1.792930 -0.038121 -0.836945 -1.63 -0.33 0.51
H -2.447435 -2.077120 2.397968 0.09 -0.02 -0.50
H -1.084537 0.065035 2.965657 0.02 -0.05 -0.24
H 2.328801 0.419288 0.028999 0.30 -0.05 -0.10
H 0.616011 1.895076 -1.873323 0.16 0.15 -0.01
H 0.155212 -0.495074 1.751177 -0.80 0.64 0.22
H -3.062142 -2.290774 0.744406 -0.45 -0.21 -0.25
H -2.771401 0.132779 1.029937 -0.05 -0.04 0.11
H 2.193740 2.612482 -1.372387 -0.38 -0.13 -0.40
H 2.060232 0.088757 -2.860328 -0.19 0.31 0.40
H -1.363144 -2.700806 1.084389 -0.76 1.00 0.23
H -0.529086 1.118025 1.658865 0.17 0.70 -0.28
H -1.466535 -0.404052 -0.043657 0.11 0.04 0.01
H 1.809853 2.410613 -3.120871 0.11 -0.08 0.22
H 2.169084 -1.100764 -0.943560 -0.14 0.44 0.11
```
Positions in Å, forces in eV/Å.

Highest occupied orbital energy = -2.621 eV
Calculated total energy = -8948.95811 eV
Maximum force = 1.74 eV/A
Charge = -1

Charges obtained by Löwdin population analysis, quoted in units of e:
1 O -0.3494
2 N -0.1573
3 C -0.3161
4 C -0.2043
5 C -0.1253
6 C -0.1699
7 C -0.5338
8 H 0.0488
9 H 0.0545
10 H 0.0770
11 H 0.0496
12 H 0.0762
13 H 0.0283
14 H 0.0805
15 H 0.0654
16 H 0.0707
17 H 0.0747
18 H 0.0461
19 H 0.0522
20 H 0.0520
21 H 0.0799

***

[4]
Density functional theory data (ωB97M-V with the def2-TZVPD basis set) for a cluster of 2 separate species, C5H14NO in total in a non-equilibrium geometry.

```
21
Properties=species:S:1:pos:R:3:forces:R:3
O 0.113047 -3.187340 0.545355 -1.12 -2.44 -0.55
N 0.431732 -0.413967 0.315036 -1.09 0.16 1.54
C 0.428992 1.821491 0.963140 0.60 0.83 -2.21
C -0.651589 0.336761 -0.550707 1.22 -3.94 -3.08
C -0.449043 -0.115118 -2.099909 1.73 -2.34 3.02
C -0.583642 1.741704 -0.241091 1.23 2.96 1.61
C 0.607825 0.501447 1.593036 0.90 -2.11 -0.93
H 0.444875 0.361600 -2.439327 0.56 0.50 -0.38
H 1.318731 -0.537487 -0.103624 1.20 0.38 -1.13
H -0.277904 2.571153 -0.948735 -0.36 -1.64 0.14
H -1.519869 2.049196 0.180283 -0.71 0.25 -0.11
H -0.696395 -3.727361 0.293701 0.93 1.39 0.40
H 0.016029 2.523007 1.600589 -0.19 1.59 1.58
H -0.242222 -1.262140 -2.227802 -0.61 2.03 0.54
H 1.633897 0.421346 2.028663 -0.83 -0.39 -0.50
H -1.242928 0.135011 -2.714475 -1.68 0.66 -0.96
H -0.097353 0.074453 2.302496 -0.28 0.67 0.07
H 1.399294 2.184660 0.525038 -0.78 -0.30 0.80
H 0.729038 -3.950398 0.608158 0.11 0.98 0.16
H 0.172550 -1.421171 0.516612 -0.08 0.98 -0.03
H -1.535071 -0.106856 -0.146432 -0.76 -0.21 0.02
```
Positions in Å, forces in eV/Å.

Highest occupied orbital energy = -15.576 eV
Calculated total energy = -8942.78858 eV
Maximum force = 5.15 eV/A
Charge = +1

Charges obtained by Löwdin population analysis, quoted in units of e:
1 O -0.0739
2 N 0.0921
3 C -0.1611
4 C -0.2616
5 C 0.0070
6 C -0.1408
7 C -0.0742
8 H 0.0659
9 H 0.1438
10 H 0.1561
11 H 0.1151
12 H 0.1064
13 H 0.0969
14 H 0.1156
15 H 0.1450
16 H 0.0492
17 H 0.1332
18 H 0.1439
19 H 0.0859
20 H 0.1153
21 H 0.1402

***

[5]
Density functional theory data (ωB97M-V with the def2-TZVPD basis set) for a cluster of 2 separate species, C5H14NO in total in a non-equilibrium geometry.

```
21
Properties=species:S:1:pos:R:3:forces:R:3
O -0.452565 0.976067 -3.260253 1.02 1.06 0.50
N 1.144518 1.108761 -0.544890 -1.55 0.82 0.26
C -0.487877 -1.556123 1.663692 0.81 -0.84 -0.93
C 0.555567 -0.940445 0.699164 0.60 0.92 1.03
C 2.045929 1.994137 -0.569909 0.91 0.34 0.31
C 0.439337 0.605783 0.646974 0.23 -2.15 0.21
C -1.897027 -1.475731 1.155809 -0.44 0.64 -1.47
H 0.580349 0.892908 -1.370471 0.20 0.39 -0.67
H 0.757718 1.086853 1.565273 0.24 0.17 -0.11
H -0.435896 -1.148103 2.676201 0.46 -0.16 -0.10
H -2.356846 -0.529251 1.414103 -0.27 0.18 0.32
H 2.694909 2.150473 0.290666 -0.57 0.08 0.28
H -0.634358 0.753185 0.501678 0.22 0.71 -0.28
H -0.132370 -2.589671 1.624976 -0.43 -0.13 0.76
H -1.193187 0.477545 -3.558153 -0.94 -0.77 -0.35
H -2.584529 -2.273458 1.424735 0.23 -0.06 0.26
H 0.542245 -1.307790 -0.332003 -0.62 -0.28 0.16
H -0.518472 1.815321 -3.741815 0.07 -0.29 0.14
H 1.538949 -1.253159 1.071004 0.02 0.37 -0.05
H -1.854149 -1.439323 0.050592 -0.22 -0.32 0.27
H 2.247754 2.652018 -1.407371 0.01 -0.67 -0.54
```
Positions in Å, forces in eV/Å.

Highest occupied orbital energy = -14.813 eV
Calculated total energy = -8942.32346 eV
Maximum force = 2.17 eV/A
Charge = +1

Charges obtained by Löwdin population analysis, quoted in units of e:
1 O -0.0346
2 N 0.0584
3 C -0.2518
4 C -0.1882
5 C 0.1857
6 C -0.1224
7 C -0.1131
8 H 0.1297
9 H 0.1388
10 H 0.1195
11 H 0.0690
12 H 0.1306
13 H 0.1329
14 H 0.1145
15 H 0.0379
16 H 0.0832
17 H 0.1183
18 H 0.0665
19 H 0.1164
20 H 0.0817
21 H 0.1272